Record 1
{"formula": "C41H110N14O17", "method": "the ωB97M-V functional and the def2-TZVPD basis", "smiles": "COCCNCCOC.COCCNCCOC.COCCNCCOC.COCCNCCOC.COCCNCCOC.COCCNCCOC.NC(N)=O.NC(N)=O.NC(N)=O.NC(N)=O.CO", "lumo_ev": 0.5573, "homo_lumo_gap_ev": 8.88, "symbols": ["C", "O", "C", "C", "N", "C", "C", "O", "C", "H", "H", "H", "H", "H", "H", "H", "H", "H", "H", "H", "H", "H", "H", "H", "C", "O", "C", "C", "N", "C", "C", "O", "C", "H", "H", "H", "H", "H", "H", "H", "H", "H", "H", "H", "H", "H", "H", "H", "C", "O", "C", "C", "N", "C", "C", "O", "C", "H", "H", "H", "H", "H", "H", "H", "H", "H", "H", "H", "H", "H", "H", "H", "C", "O", "C", "C", "N", "C", "C", "O", "C", "H", "H", "H", "H", "H", "H", "H", "H", "H", "H", "H", "H", "H", "H", "H", "C", "O", "C", "C", "N", "C", "C", "O", "C", "H", "H", "H", "H", "H", "H", "H", "H", "H", "H", "H", "H", "H", "H", "H", "C", "O", "C", "C", "N", "C", "C", "O", "C", "H", "H", "H", "H", "H", "H", "H", "H", "H", "H", "H", "H", "H", "H", "H", "C", "O", "H", "H", "H", "H", "C", "O", "N", "N", "H", "H", "H", "H", "C", "O", "N", "N", "H", "H", "H", "H", "C", "O", "N", "N", "H", "H", "H", "H", "C", "O", "N", "N", "H", "H", "H", "H"], "xyz": [[7.3545, 1.9639, 4.3191], [6.8935, 2.5878, 3.1427], [5.5167, 2.3189, 2.9341], [4.6074, 3.2000, 3.7513], [3.2008, 2.7767, 3.6027], [2.2599, 3.7106, 4.2681], [0.9125, 3.6539, 3.5780], [0.7948, 4.7248, 2.6381], [-0.2721, 4.7007, 1.7622], [6.9128, 2.4320, 5.2381], [8.4174, 2.0225, 4.3203], [7.1077, 0.9062, 4.3206], [5.2987, 1.2307, 3.2815], [5.3473, 2.5077, 1.8302], [4.8371, 4.2054, 3.5317], [4.8229, 3.1163, 4.7810], [2.9142, 2.8121, 2.5674], [2.6316, 4.7738, 4.2342], [2.2375, 3.3973, 5.2964], [0.1516, 3.9374, 4.2950], [0.7135, 2.6402, 3.1321], [-0.3013, 3.8328, 1.1457], [-0.1816, 5.5803, 1.1878], [-1.2951, 4.7534, 2.2394], [5.8476, -1.2721, -0.3179], [5.3199, -0.5062, -1.3682], [5.0171, -1.3282, -2.5114], [4.0058, -0.5903, -3.3794], [2.6721, -0.5090, -2.8092], [1.7803, 0.4683, -3.3639], [2.1312, 1.9239, -3.0889], [1.6712, 2.3125, -1.8276], [2.3026, 3.4579, -1.2054], [5.2577, -2.1319, -0.0381], [6.0646, -0.6953, 0.6049], [6.8149, -1.7051, -0.7317], [4.5716, -2.2448, -2.1394], [5.8932, -1.5794, -3.0311], [3.9274, -1.0661, -4.3099], [4.4447, 0.3678, -3.7094], [2.7451, -0.5981, -1.8108], [0.7998, 0.3341, -2.9021], [1.8250, 0.2349, -4.4399], [1.6782, 2.5595, -3.8213], [3.2476, 2.0869, -3.1445], [1.6688, 4.0305, -0.4634], [2.6265, 4.1287, -2.0247], [3.1677, 3.0780, -0.5933], [-3.5329, -2.1346, -3.7664], [-2.8314, -2.1865, -4.9911], [-1.6739, -1.4015, -5.0278], [-0.9075, -1.4626, -6.3508], [0.4593, -1.5124, -6.1631], [1.1743, -1.3379, -7.3529], [2.5994, -1.8211, -7.3871], [2.7248, -3.2411, -7.4451], [3.9943, -3.7603, -7.1802], [-4.5595, -2.4812, -3.8446], [-3.6133, -1.1265, -3.3319], [-3.0602, -2.7824, -2.9788], [-0.9836, -1.6622, -4.1920], [-2.0162, -0.4029, -4.9543], [-1.0944, -0.5417, -6.8976], [-1.3859, -2.2273, -6.9843], [0.6958, -2.4028, -5.7414], [1.2709, -0.3309, -7.6668], [0.7710, -1.9022, -8.1942], [2.9703, -1.4835, -6.4303], [3.1369, -1.3810, -8.2551], [4.0322, -4.0991, -6.1540], [4.8114, -3.0650, -7.3404], [4.2267, -4.5989, -7.8090], [-0.6490, -4.7744, -5.3240], [0.1490, -4.3454, -4.2480], [1.4663, -4.7541, -4.4264], [2.3414, -4.2011, -3.3885], [2.0958, -4.6952, -2.0232], [1.0353, -3.9603, -1.3232], [1.2216, -4.1638, 0.1633], [1.0278, -5.5448, 0.4125], [1.1642, -5.9456, 1.7603], [-1.0465, -5.8649, -5.2294], [-0.0182, -4.7051, -6.2402], [-1.5141, -4.1542, -5.4735], [1.8140, -4.4110, -5.3820], [1.4895, -5.8269, -4.5999], [2.2373, -3.1262, -3.1974], [3.4118, -4.3311, -3.6617], [1.8976, -5.6886, -1.9162], [0.0581, -4.3590, -1.6149], [0.9830, -2.9104, -1.5978], [0.5471, -3.5926, 0.7784], [2.2375, -3.8950, 0.4720], [0.1441, -5.9129, 2.2289], [1.8454, -5.3332, 2.3049], [1.5685, -6.9639, 1.6501], [-3.3895, 3.5287, 3.4516], [-2.9472, 2.4981, 2.6260], [-2.5312, 1.2752, 3.2710], [-3.4383, 0.6643, 4.2887], [-4.8428, 0.3205, 3.7886], [-4.8982, -0.6469, 2.6812], [-6.3231, -0.6705, 2.0907], [-6.4869, 0.6545, 1.5771], [-7.5997, 0.7220, 0.6494], [-3.5091, 4.3901, 2.8093], [-2.5824, 3.7339, 4.1236], [-4.3373, 3.2864, 3.9065], [-1.6025, 1.5317, 3.7338], [-2.3432, 0.5591, 2.4312], [-3.6313, 1.4245, 5.0857], [-3.0117, -0.2517, 4.6213], [-5.2294, 1.2185, 3.4786], [-4.7982, -1.6887, 3.0344], [-4.1086, -0.4066, 1.9321], [-7.0853, -0.8034, 2.8444], [-6.4382, -1.4226, 1.3669], [-8.5270, 0.9337, 1.2447], [-7.7490, -0.2393, 0.1818], [-7.3911, 1.5050, -0.0867], [-3.6056, -3.9200, 4.7591], [-2.7540, -2.9268, 4.3714], [-1.4124, -3.3591, 4.1863], [-0.5371, -3.1654, 5.3860], [-0.2984, -1.6757, 5.6633], [-1.3153, -1.0554, 6.5624], [-1.0778, 0.4144, 6.9790], [0.3267, 0.5337, 7.2039], [0.6771, 1.8681, 7.5653], [-3.2409, -4.5492, 5.6064], [-3.8382, -4.6818, 4.0100], [-4.5326, -3.4680, 4.9490], [-1.0341, -2.8244, 3.3626], [-1.4811, -4.4043, 3.8157], [0.4047, -3.6497, 5.1385], [-0.8779, -3.7105, 6.2714], [0.5993, -1.5543, 6.1785], [-1.2127, -1.5864, 7.5696], [-2.3647, -1.1264, 6.2107], [-1.6818, 0.7144, 7.8682], [-1.4425, 1.1012, 6.2251], [0.3896, 1.9219, 8.6224], [0.0198, 2.5494, 7.0326], [1.7473, 2.1610, 7.5704], [1.0697, 7.1069, -1.1560], [0.1541, 6.0442, -0.8927], [2.1369, 6.8928, -0.6828], [1.2629, 7.2741, -2.2226], [0.5835, 7.9882, -0.7005], [0.1166, 5.4707, -1.6155], [-2.7066, -0.6118, -1.0299], [-3.9129, -0.8247, -1.0046], [-2.2092, 0.6255, -1.2052], [-1.8548, -1.6797, -1.0151], [-2.7872, 1.4743, -1.1782], [-1.2201, 0.7646, -1.1787], [-2.2919, -2.5626, -0.8229], [-0.9325, -1.5610, -0.5712], [1.1264, -0.0212, 1.5523], [0.1306, -0.5478, 0.9684], [2.1185, 0.6040, 0.8398], [1.2586, -0.1796, 2.9136], [2.1116, 0.8361, -0.1333], [2.9567, 0.9045, 1.3344], [0.5046, -0.7004, 3.2432], [1.8603, 0.4091, 3.4669], [-4.9414, 2.4556, -1.8981], [-4.9013, 3.4589, -2.5767], [-4.7140, 2.3435, -0.5624], [-5.2469, 1.2040, -2.4459], [-4.6511, 1.4314, -0.1035], [-4.2029, 3.0638, -0.1464], [-5.0861, 0.3355, -2.0224], [-5.3825, 1.1545, -3.4227], [-1.5350, 4.3631, -3.2246], [-0.3742, 4.2480, -2.8241], [-2.2237, 5.5268, -2.9614], [-2.2050, 3.3261, -3.7748], [-3.1808, 5.7071, -3.1716], [-1.7011, 6.2062, -2.4473], [-3.1589, 3.4326, -4.0242], [-1.7057, 2.5769, -4.1991]], "mulliken_charge": [-0.687, -0.458, 0.126, -0.918, 0.129, -1.008, 0.432, -0.456, -0.356, 0.259, 0.320, 0.293, 0.225, 0.027, 0.336, 0.509, -0.138, 0.321, 0.296, 0.376, -0.244, 0.101, 0.450, 0.000, -0.641, -0.302, -1.072, -0.492, 0.732, -0.258, -0.788, 0.103, -0.381, 0.279, 0.140, 0.327, 0.329, 0.652, -0.213, 0.510, 0.072, -0.251, 0.024, 0.347, 0.407, -0.164, 0.343, 0.298, -0.158, -0.528, 0.161, -1.269, 0.775, -1.020, 0.313, -0.385, -0.646, 0.406, -0.130, 0.115, -0.069, 0.478, 0.605, 0.349, -0.498, 0.428, 0.416, -0.404, 0.474, 0.116, 0.376, 0.271, -0.742, -0.152, -0.457, 0.097, -0.336, -0.119, -0.269, -0.369, -0.725, 0.233, 0.347, 0.146, 0.109, 0.480, -0.439, 0.373, 0.289, 0.154, 0.121, 0.211, 0.277, 0.166, 0.334, 0.260, -1.201, 0.310, 0.781, -0.438, -0.280, 0.825, -1.181, -0.253, -0.827, 0.257, 0.348, 0.326, 0.010, -0.491, 0.393, -0.523, 0.385, -0.152, -0.261, 0.442, 0.586, 0.249, 0.383, 0.188, -0.994, -0.146, -0.007, -1.056, -0.022, -0.771, -0.093, -0.382, -0.823, 0.376, 0.358, 0.273, -0.144, 0.439, 0.485, 0.391, 0.269, 0.389, 0.428, 0.381, -0.128, 0.357, 0.312, 0.278, -0.618, -0.261, 0.159, 0.335, 0.270, 0.302, -0.210, -0.904, 0.866, 0.869, -0.182, -0.255, 0.314, -0.580, 0.057, -0.208, 0.516, -0.004, -0.352, -0.179, -0.121, 0.193, 0.238, -0.715, -0.039, -0.103, 0.144, 0.076, 0.197, 0.204, 0.552, -0.825, -0.353, -0.224, 0.179, 0.210, 0.199, 0.102]}

Record 2
{"formula": "C41H115N5O14", "method": "the ωB97M-V functional and the def2-TZVPD basis", "charge": 1, "lumo_ev": [-1.7416, -7.3614], "spin_multiplicity": 2, "s_squared": 0.76, "homo_lumo_gap_ev": [9.22, 3.60], "symbols": ["C", "C", "C", "O", "H", "H", "H", "H", "H", "H", "H", "H", "C", "C", "C", "O", "H", "H", "H", "H", "H", "H", "H", "H", "C", "C", "C", "O", "H", "H", "H", "H", "H", "H", "H", "H", "C", "C", "C", "O", "H", "H", "H", "H", "H", "H", "H", "H", "C", "C", "C", "O", "H", "H", "H", "H", "H", "H", "H", "H", "C", "C", "C", "O", "H", "H", "H", "H", "H", "H", "H", "H", "C", "C", "C", "O", "H", "H", "H", "H", "H", "H", "H", "H", "O", "H", "H", "O", "H", "H", "C", "C", "C", "O", "C", "N", "H", "H", "H", "H", "H", "H", "H", "H", "H", "H", "H", "C", "C", "C", "O", "C", "N", "H", "H", "H", "H", "H", "H", "H", "H", "H", "H", "H", "C", "C", "C", "O", "C", "N", "H", "H", "H", "H", "H", "H", "H", "H", "H", "H", "H", "C", "C", "C", "O", "C", "N", "H", "H", "H", "H", "H", "H", "H", "H", "H", "H", "H", "C", "C", "C", "O", "C", "N", "H", "H", "H", "H", "H", "H", "H", "H", "H", "H", "H"], "xyz": [[-7.1437, -25.5668, 18.2976], [-7.5392, -24.6400, 19.4778], [-6.2825, -24.3202, 20.2619], [-8.1722, -23.4721, 19.0490], [-6.5028, -25.1190, 17.5382], [-8.0348, -25.8489, 17.7368], [-6.5702, -26.4309, 18.6330], [-8.2266, -25.1583, 20.1464], [-6.4681, -23.6245, 21.0803], [-5.5510, -23.7308, 19.7091], [-5.7794, -25.1646, 20.7331], [-9.0300, -23.8800, 18.9094], [-5.6753, -16.6551, 23.0155], [-7.2197, -16.5556, 22.7249], [-7.8644, -15.8016, 23.8536], [-7.4486, -15.8154, 21.5331], [-5.1976, -15.6768, 22.9616], [-5.1912, -17.0484, 22.1216], [-5.4151, -17.2194, 23.9110], [-7.5562, -17.5919, 22.7545], [-7.5090, -14.7795, 23.9843], [-7.6675, -16.1888, 24.8533], [-8.9373, -15.7264, 23.6771], [-8.2972, -16.1068, 21.1918], [-7.6745, -18.7779, 19.6063], [-6.1103, -18.8495, 19.6638], [-5.5652, -19.8697, 20.6361], [-5.7262, -19.1004, 18.3648], [-8.1702, -18.6346, 20.5665], [-8.0531, -19.7530, 19.2997], [-7.9483, -18.0390, 18.8532], [-5.6886, -17.8623, 19.8526], [-5.9903, -20.8395, 20.3775], [-5.8225, -19.6457, 21.6713], [-4.4832, -19.9992, 20.6090], [-5.7932, -20.0246, 18.1136], [-3.9482, -20.2568, 23.6484], [-3.4217, -21.6939, 23.6334], [-4.0481, -22.6210, 22.6226], [-1.9974, -21.7087, 23.4475], [-3.6296, -19.6838, 22.7776], [-3.6103, -19.7200, 24.5348], [-5.0378, -20.2828, 23.6574], [-3.5816, -22.0985, 24.6328], [-3.9224, -22.3091, 21.5857], [-5.1329, -22.5814, 22.7209], [-3.8391, -23.6805, 22.7701], [-1.7685, -21.4312, 22.5574], [-4.8517, -13.1839, 21.3070], [-5.1985, -13.5855, 19.8738], [-4.0998, -13.3131, 18.8531], [-5.5112, -14.9554, 19.8503], [-5.7162, -13.3423, 21.9518], [-4.4459, -12.1724, 21.3207], [-4.0819, -13.9247, 21.5233], [-6.1418, -13.1374, 19.5617], [-4.3348, -13.4650, 17.7996], [-3.2296, -13.9204, 19.1020], [-3.7955, -12.2787, 19.0128], [-6.2502, -15.1838, 20.4188], [-11.6034, -14.5607, 20.3469], [-10.6773, -15.5211, 19.6710], [-9.5229, -14.8502, 19.0291], [-10.2617, -16.4456, 20.6041], [-12.6048, -14.9846, 20.4213], [-11.7787, -13.6435, 19.7846], [-11.1882, -14.3744, 21.3374], [-11.3317, -16.0871, 19.0081], [-9.9809, -14.1599, 18.3207], [-9.0456, -15.5886, 18.3849], [-8.8393, -14.3344, 19.7036], [-11.0577, -16.8501, 20.9567], [-14.3112, -18.7378, 20.8247], [-12.7363, -18.8422, 21.0179], [-11.8981, -19.1333, 19.7429], [-12.4414, -17.5547, 21.5758], [-14.7723, -19.6746, 20.5117], [-14.6359, -17.9605, 20.1330], [-14.7796, -18.4704, 21.7719], [-12.5851, -19.5721, 21.8132], [-10.8593, -19.1577, 20.0723], [-11.9823, -18.4497, 18.8981], [-12.1406, -20.1284, 19.3700], [-13.0505, -17.3048, 22.2744], [-6.0287, -21.9740, 17.6233], [-5.2390, -22.4301, 17.9141], [-6.7501, -22.4896, 17.9838], [-5.3170, -21.9047, 15.0782], [-5.4117, -21.9757, 16.0280], [-6.2142, -21.8364, 14.7519], [-6.2709, -17.3156, 13.5375], [-5.3260, -16.7365, 14.6122], [-6.1307, -15.9667, 15.6968], [-6.5053, -14.7010, 15.1473], [-7.0467, -13.8462, 16.1472], [-4.6547, -17.8380, 15.2836], [-6.9364, -17.9649, 14.1063], [-5.8732, -17.9554, 12.7498], [-6.9434, -16.6935, 12.9468], [-4.5661, -16.1094, 14.1460], [-5.5031, -15.9206, 16.5868], [-7.0576, -16.4838, 15.9449], [-7.5815, -13.0693, 15.6008], [-6.3114, -13.2851, 16.7239], [-7.7630, -14.3654, 16.7840], [-4.0512, -17.4640, 16.0020], [-5.3674, -18.3880, 15.7414], [-2.3040, -16.8601, 20.1728], [-2.0459, -17.3046, 18.7352], [-1.8402, -18.7878, 18.6013], [-0.7286, -19.2014, 19.3346], [0.4796, -19.1512, 18.6001], [-3.3044, -16.9243, 18.0143], [-2.4186, -15.7901, 20.3460], [-1.4235, -17.0724, 20.7794], [-3.2243, -17.3078, 20.5477], [-1.1630, -16.7744, 18.3780], [-1.8023, -19.0880, 17.5542], [-2.7045, -19.3920, 18.8766], [0.6992, -18.1331, 18.2785], [0.3391, -19.8282, 17.7575], [1.1907, -19.7149, 19.2040], [-3.4932, -15.9758, 18.3056], [-4.0701, -17.4918, 18.3487], [-11.7870, -15.4718, 15.3693], [-10.3234, -15.5784, 15.0246], [-9.9277, -16.9168, 14.3746], [-10.3691, -18.0685, 15.0576], [-9.7822, -18.3214, 16.3579], [-9.8164, -14.4601, 14.2228], [-12.2847, -15.3671, 14.4052], [-12.0963, -14.7063, 16.0810], [-12.1412, -16.4482, 15.7000], [-9.7563, -15.6222, 15.9545], [-8.8438, -16.8823, 14.2648], [-10.2759, -16.8583, 13.3434], [-10.4021, -17.7787, 17.0715], [-8.7312, -18.1114, 16.5562], [-9.9078, -19.3775, 16.5965], [-8.8084, -14.5220, 14.2369], [-10.1606, -13.6694, 14.7485], [-10.7059, -24.3729, 22.1708], [-11.1265, -23.1238, 23.0520], [-10.2227, -21.8628, 22.9215], [-8.9982, -22.0377, 23.6447], [-8.1524, -20.8935, 23.5711], [-12.3334, -22.6684, 22.5435], [-9.8613, -24.8841, 22.6328], [-10.6111, -24.0972, 21.1206], [-11.5642, -25.0448, 22.1589], [-11.3897, -23.4719, 24.0508], [-10.6865, -20.9607, 23.3206], [-10.1468, -21.6529, 21.8546], [-7.8945, -20.5923, 22.5558], [-7.2410, -21.1024, 24.1315], [-8.6468, -20.0399, 24.0348], [-13.1364, -23.2806, 22.5644], [-12.6239, -21.8710, 23.0912], [0.8243, -22.1061, 20.9810], [-0.4841, -22.5153, 20.3429], [-0.9472, -23.9562, 20.6927], [-2.0737, -24.2009, 19.8666], [-2.6825, -25.5206, 20.0123], [-1.4409, -21.4454, 20.6442], [0.9919, -21.0297, 20.9450], [1.6936, -22.6329, 20.5874], [0.8508, -22.2847, 22.0560], [-0.2443, -22.5100, 19.2796], [-1.3396, -24.0550, 21.7049], [-0.1359, -24.6670, 20.5363], [-2.0902, -26.4032, 19.7708], [-3.5529, -25.5046, 19.3565], [-3.0827, -25.6170, 21.0215], [-1.0003, -20.5971, 20.3182], [-2.2136, -21.5444, 20.0013]], "mulliken_charge": [-1.395, 0.405, -0.519, -0.507, 0.250, 0.404, 0.395, 0.394, -0.057, -0.257, 0.547, 0.297, -1.249, 1.545, -1.612, -0.385, 0.298, -0.065, 0.537, -0.324, 0.331, 0.439, 0.317, -0.305, -1.338, 2.173, 0.100, 0.408, 0.228, 0.664, -0.405, -1.067, 0.106, 0.048, -0.552, -0.076, -0.342, -0.007, -0.398, -0.601, -0.119, 0.491, -0.195, 0.365, -0.109, 0.198, 0.304, 0.298, -1.330, 0.731, -1.288, 0.557, 0.244, 0.468, 0.225, 0.308, 0.146, 0.305, 0.457, -0.294, -1.766, 1.137, -0.631, -0.098, 0.361, 0.429, 0.296, -0.210, 0.685, -0.496, 0.345, -0.125, -1.607, 1.150, -0.956, -0.421, 0.385, 0.345, 0.429, -0.259, -0.050, 0.213, 0.583, 0.244, -0.529, 0.348, 0.125, -0.678, 0.408, 0.268, -1.431, -0.006, 1.178, -0.543, -0.788, 0.021, 0.282, 0.412, 0.358, 0.524, -0.075, -0.404, 0.389, 0.264, 0.293, 0.243, 0.233, -1.309, 0.402, -0.279, -0.371, -0.928, -0.399, 0.379, 0.447, 0.180, 0.321, 0.483, -0.304, 0.245, 0.407, 0.278, -0.052, 0.044, -1.686, 2.016, -0.269, -0.507, 0.087, -0.743, 0.424, 0.437, 0.326, -0.823, -0.444, 0.495, -0.122, -0.181, 0.442, 0.239, 0.358, -1.430, 0.480, -0.559, -0.490, -0.610, -0.672, 0.347, 0.218, 0.477, 0.348, 0.397, 0.253, 0.068, 0.292, 0.504, 0.225, 0.166, -1.742, 0.766, -0.802, -0.287, -0.674, -0.208, 0.341, 0.418, 0.352, 0.261, 0.294, 0.477, 0.352, 0.140, 0.282, 0.441, -0.086]}